DFT (ωB97M-V with the def2-TZVPD basis set) results for C8H9NO5S in the gas phase at a distorted geometry.

Structure (XYZ):
```
24
Properties=species:S:1:pos:R:3:forces:R:3
C 3.657058 -1.726202 -0.192958 -0.65 3.83 1.06
C 4.074958 -0.570085 0.436836 0.74 -1.66 0.14
C 2.340705 -1.634643 -0.737788 -0.16 2.19 1.16
C 0.242712 1.642944 -0.549965 -0.91 -0.63 -1.17
C -0.751353 -0.499887 0.219650 0.67 -1.00 -2.14
C -1.230797 3.372442 -0.907760 -0.49 2.09 -0.59
C -2.431707 -2.124860 0.064826 -1.46 2.26 2.39
C 0.264991 0.131792 -0.714202 4.80 0.12 2.38
N 1.851795 -0.408697 -0.182490 -5.59 0.17 -2.54
O 1.692591 -2.307456 -1.489170 -0.65 -0.92 -0.61
O 0.925835 2.396919 0.062880 0.48 -0.13 0.62
O -0.897661 -0.386819 1.374557 0.36 1.24 2.69
O -0.821850 2.024251 -1.274459 -0.61 1.30 0.26
O -1.445153 -1.317068 -0.528314 -0.22 -1.41 -2.32
S 2.877608 0.626331 0.549736 1.36 0.37 0.65
H 4.211863 -2.547252 -0.287802 2.25 -3.06 -0.48
H 5.064644 -0.463435 0.931571 -0.95 0.13 -0.51
H -0.342711 4.105622 -0.999697 -1.39 -1.32 0.17
H -1.544439 3.341102 0.192666 0.14 0.25 -1.71
H -2.067668 3.793746 -1.660401 1.81 -1.54 1.91
H -2.431002 -1.739789 1.111923 -0.48 -0.89 -0.41
H -2.297770 -3.182266 0.088832 0.66 -0.59 -0.62
H -3.399671 -1.814666 -0.347973 0.26 -0.46 -0.19
H 0.156417 -0.144771 -1.746728 0.04 -0.36 -0.15
```
Forces are in eV/Å.

Its SMILES is COC(=O)C(C(=O)OC)n1sccc1=O. The LUMO energy comes out at 0.670 eV. The highest occupied orbital energy is -0.303 hartree. The energy above the lowest of the compared OMol25 structures with the same formula, charge and spin comes out at 2.2895 eV. The value obtained for the orbital gap is 8.912 eV.


DFT (ωB97M-V with the def2-TZVPD basis set) results for a molecular structure, C8H9NO5V at a distorted geometry.

Structure (XYZ):
```
24
Properties=species:S:1:pos:R:3:forces:R:3
V -0.221119 0.201625 0.027779 -0.10 0.75 1.48
O 1.583557 0.448352 -2.446942 -3.59 -0.44 4.99
C 0.888384 0.365954 -1.514104 5.46 0.99 -8.50
C -0.563435 -0.354406 1.886763 -1.15 -2.56 7.69
O -0.584087 -0.767801 2.964011 0.01 1.90 -4.78
C -0.691456 -1.618488 -0.508073 -1.36 -8.12 -2.26
O -0.852897 -2.721781 -0.792785 0.53 4.74 1.20
C 0.597288 1.875781 0.718953 4.38 6.16 2.99
O 1.275819 2.701757 1.145260 -3.14 -3.44 -1.87
C -2.082053 1.270925 -1.383172 1.62 -0.18 -1.49
H -1.572128 2.218825 -1.638875 -0.50 -0.31 0.07
H -2.100064 0.508392 -2.189212 -0.30 0.52 0.38
C -2.667110 1.074373 -0.197345 -0.01 -0.79 2.09
H -3.176759 0.120805 0.060449 0.01 0.71 -0.31
H -2.653321 1.842518 0.598883 -0.26 -0.26 -0.52
C 2.767569 -2.225581 -0.328152 0.00 0.08 0.16
C 2.672569 -1.277622 0.819148 3.61 -1.32 1.25
N 3.683051 -1.272144 1.709802 -1.90 0.00 -1.58
O 1.721540 -0.475587 1.024509 -3.36 1.52 -1.06
H 3.679153 -2.821142 -0.244292 -0.20 0.01 -0.19
H 2.790516 -1.674622 -1.268276 0.11 -0.01 -0.06
H 1.907450 -2.894765 -0.333218 0.02 -0.12 0.04
H 3.642425 -0.651484 2.503896 0.17 0.09 0.23
H 4.475288 -1.897350 1.608596 -0.03 0.07 0.06
```
Forces are in eV/Å.

The LUMO energy (alpha / beta) comes out at -16.560 / -16.250 eV. The total charge is +3. The highest occupied orbital energy (alpha / beta) is -0.825 / -0.827 hartree. The energy above the lowest of the compared OMol25 structures with the same formula, charge and spin comes out at 0.0000 eV. The value obtained for the orbital gap (alpha / beta) is 5.899 / 6.260 eV. As for the spin multiplicity: 3.


DFT (ωB97M-V with the def2-TZVPD basis set) results for C8H9NOS2 in the gas phase at a distorted geometry.

Structure (XYZ):
```
21
Properties=species:S:1:pos:R:3:forces:R:3
C 2.290863 2.526558 0.120454 -1.49 -2.93 0.52
C 3.915016 -1.211426 -0.855347 0.24 -0.60 0.47
C 1.832550 1.423786 0.412393 1.40 3.16 -0.18
C 2.858583 -1.147945 -0.297894 -1.08 0.43 -0.18
C -0.167133 0.360785 1.504690 -0.49 0.66 -2.48
C 1.177106 0.242478 0.813590 -0.55 -1.41 -1.40
C 1.580696 -0.977928 0.297531 1.59 4.02 0.95
C -3.126459 -1.566143 -0.710698 2.06 2.58 1.35
N -1.868660 -1.071914 -0.067432 -0.46 -0.11 -0.49
O -2.745707 1.255419 0.726137 0.10 -0.05 0.24
S -0.928761 1.399158 -1.584851 0.04 0.23 1.26
S -1.695537 0.391030 0.241272 1.74 -0.29 -0.33
H 2.485858 3.451880 -0.340007 0.44 0.50 -0.04
H 4.887916 -1.543661 -1.066554 0.64 0.17 -0.55
H -0.295154 -0.617716 1.929462 -0.87 0.15 1.06
H -0.412527 1.340561 1.966941 0.60 -1.09 0.49
H -0.530971 2.504294 -0.869901 -0.34 -0.57 -0.50
H 1.001153 -1.791852 0.443525 -1.82 -2.59 0.47
H -3.909439 -1.064393 -0.244251 -1.86 -0.09 1.29
H -3.282687 -1.328114 -1.698931 0.46 1.04 -2.71
H -3.066708 -2.574848 -0.720135 -0.36 -3.22 0.76
```
Forces are in eV/Å.

Its SMILES is C#C/C=C(\C#C)C[S@@](=O)(S)=NC. The LUMO energy comes out at -0.741 eV. The highest occupied orbital energy is -0.326 hartree. The energy above the lowest of the compared OMol25 structures with the same formula, charge and spin comes out at 6.7468 eV. The value obtained for the orbital gap is 8.125 eV.


DFT (ωB97M-V with the def2-TZVPD basis set) results for a molecular structure, C8H9NOsS2 at a distorted geometry.

Structure (XYZ):
```
21
Properties=species:S:1:pos:R:3:forces:R:3
Os 0.320186 -0.363089 -0.865907 -1.02 5.17 2.69
C 0.147165 0.008812 -2.859951 -0.28 0.91 -1.68
H 1.132830 0.227483 -2.297126 0.94 0.54 -1.29
H 0.172107 -0.890070 -3.466010 0.09 -0.06 -0.20
H 0.020667 0.930005 -3.442285 -0.17 -0.30 0.05
H -0.802985 0.041550 -2.131073 -0.56 0.07 -1.33
H -0.925969 0.518346 -0.499694 -0.75 0.94 0.30
S 0.714818 -2.394912 -0.594488 1.19 -6.11 1.39
C 0.769584 -1.869613 1.040638 0.94 -1.02 1.84
N 0.446698 -0.596868 1.262748 -0.10 0.84 1.56
C 0.509523 -0.226680 2.624122 -0.44 -0.49 -2.56
C 0.087433 0.987496 3.187118 -0.14 0.95 1.02
C 0.138415 1.119417 4.578581 -0.45 0.89 -1.85
C 0.614367 0.078601 5.390896 0.24 -0.43 0.11
C 1.043074 -1.126764 4.827769 0.27 -0.93 -1.08
C 0.961539 -1.281407 3.445720 0.33 -1.01 0.60
S 1.315927 -2.715384 2.458663 -0.16 0.25 0.08
H -0.279783 1.767975 2.514323 0.11 -0.14 0.48
H -0.196839 2.048500 5.040537 0.07 -0.27 -0.16
H 0.648345 0.208256 6.468017 0.02 -0.02 -0.10
H 1.434497 -1.945952 5.422102 -0.13 0.20 0.14
```
Forces are in eV/Å.

The LUMO energy (alpha / beta) comes out at -8.229 / -11.734 eV. The total charge is +2. The highest occupied orbital energy (alpha / beta) is -0.595 / -0.624 hartree. The energy above the lowest of the compared OMol25 structures with the same formula, charge and spin comes out at 0.0000 eV. The value obtained for the orbital gap (alpha / beta) is 7.965 / 5.256 eV. As for the spin multiplicity: 5.


DFT (ωB97M-V with the def2-TZVPD basis set) results for C8H9NS2 in the gas phase at a distorted geometry.

Structure (XYZ):
```
20
Properties=species:S:1:pos:R:3:forces:R:3
C -0.709278 0.821239 0.050945 1.18 1.08 -0.09
C 0.338848 1.412884 -0.030759 -0.94 -0.50 0.00
C -1.126557 -2.002792 -0.737860 0.01 -0.18 -0.08
C 0.207926 -2.236179 -0.679142 0.59 -0.35 0.04
C -1.932994 0.146460 0.144694 -0.52 -1.33 0.29
C -1.873175 -1.386683 0.363654 -0.35 0.69 0.31
C 2.739042 1.285549 0.496875 0.05 0.08 -0.05
C 1.605181 2.097357 -0.129744 0.40 0.18 0.01
N -3.040691 0.740866 0.083922 0.69 0.64 -0.15
S -4.582857 0.602905 0.081962 -1.09 -0.19 0.04
S 1.182651 -1.916491 0.664135 -0.02 -0.07 0.06
H -1.659889 -2.211095 -1.655659 -0.02 -0.05 -0.10
H 0.715425 -2.671526 -1.530843 -0.13 0.06 -0.21
H -2.903537 -1.741680 0.426625 0.08 -0.03 -0.03
H -1.349334 -1.539616 1.311992 -0.09 -0.08 -0.07
H 2.534619 1.095759 1.547559 0.02 -0.01 0.09
H 3.676637 1.830661 0.411164 0.07 0.00 0.03
H 2.843486 0.325178 -0.002200 0.04 -0.03 -0.03
H 1.818403 2.280022 -1.188060 0.00 0.10 0.09
H 1.516093 3.067178 0.370734 0.04 -0.03 -0.14
```
Forces are in eV/Å.

The LUMO energy (alpha / beta) comes out at -1.073 / -1.994 eV. The highest occupied orbital energy (alpha / beta) is -0.300 / -0.307 hartree. The energy above the lowest of the compared OMol25 structures with the same formula, charge and spin comes out at 4.4993 eV. The value obtained for the orbital gap (alpha / beta) is 7.100 / 6.368 eV.


DFT (ωB97M-V with the def2-TZVPD basis set) results for C8H9NS2 in the gas phase at a distorted geometry.

Structure (XYZ):
```
20
Properties=species:S:1:pos:R:3:forces:R:3
C 2.937540 0.041115 0.170539 0.00 -0.22 0.00
C 0.899889 -0.858026 -1.066948 -0.18 -0.24 -0.46
C -0.360265 -0.249635 -0.459312 0.66 0.18 0.11
C -1.436550 -1.062512 -0.144774 -1.08 0.01 0.51
C -2.537955 -0.523680 0.531908 0.32 0.33 -0.37
C -2.577622 0.852404 0.810920 -0.92 -0.80 0.17
C -1.525822 1.667923 0.472416 0.66 0.47 -0.06
C -0.397922 1.104739 -0.130465 -0.28 0.09 0.23
H 1.145162 -0.960271 1.348436 0.42 0.11 0.31
H 2.450687 0.375635 -1.745762 0.10 -0.14 0.59
H 0.771631 -0.977496 -2.166357 0.05 0.13 0.66
H 1.058815 -1.881116 -0.686284 -0.04 0.36 0.01
H -1.487433 -2.123487 -0.391143 0.39 0.20 0.01
H -3.360948 -1.181475 0.815026 0.18 0.29 -0.08
H -3.465886 1.263965 1.287671 0.23 -0.05 -0.01
H -1.543645 2.746337 0.715473 0.01 -0.77 -0.20
H 0.470444 1.731480 -0.277866 0.06 -0.05 -0.21
N 2.099775 -0.053583 -0.889370 0.33 0.16 -0.51
S 2.418191 -0.648683 1.721476 -0.36 0.06 -0.71
S 4.441907 0.736362 0.084420 -0.55 -0.11 0.01
```
Forces are in eV/Å.

Its SMILES is S=C(S)NCc1ccccc1. The LUMO energy comes out at 0.534 eV. The highest occupied orbital energy is -0.312 hartree. The energy above the lowest of the compared OMol25 structures with the same formula, charge and spin comes out at 0.0049 eV. The value obtained for the orbital gap is 9.011 eV.


Q: energy above the lowest of the compared OMol25 structures with the same formula, charge and spin of number 3 (C8H9NOS2)?
A: 6.7468 eV


What did the third record say?
DFT (ωB97M-V with the def2-TZVPD basis set) results for C8H9NOS2 in the gas phase at a distorted geometry.

Structure (XYZ):
```
21
Properties=species:S:1:pos:R:3:forces:R:3
C 2.290863 2.526558 0.120454 -1.49 -2.93 0.52
C 3.915016 -1.211426 -0.855347 0.24 -0.60 0.47
C 1.832550 1.423786 0.412393 1.40 3.16 -0.18
C 2.858583 -1.147945 -0.297894 -1.08 0.43 -0.18
C -0.167133 0.360785 1.504690 -0.49 0.66 -2.48
C 1.177106 0.242478 0.813590 -0.55 -1.41 -1.40
C 1.580696 -0.977928 0.297531 1.59 4.02 0.95
C -3.126459 -1.566143 -0.710698 2.06 2.58 1.35
N -1.868660 -1.071914 -0.067432 -0.46 -0.11 -0.49
O -2.745707 1.255419 0.726137 0.10 -0.05 0.24
S -0.928761 1.399158 -1.584851 0.04 0.23 1.26
S -1.695537 0.391030 0.241272 1.74 -0.29 -0.33
H 2.485858 3.451880 -0.340007 0.44 0.50 -0.04
H 4.887916 -1.543661 -1.066554 0.64 0.17 -0.55
H -0.295154 -0.617716 1.929462 -0.87 0.15 1.06
H -0.412527 1.340561 1.966941 0.60 -1.09 0.49
H -0.530971 2.504294 -0.869901 -0.34 -0.57 -0.50
H 1.001153 -1.791852 0.443525 -1.82 -2.59 0.47
H -3.909439 -1.064393 -0.244251 -1.86 -0.09 1.29
H -3.282687 -1.328114 -1.698931 0.46 1.04 -2.71
H -3.066708 -2.574848 -0.720135 -0.36 -3.22 0.76
```
Forces are in eV/Å.

Its SMILES is C#C/C=C(\C#C)C[S@@](=O)(S)=NC. The LUMO energy comes out at -0.741 eV. The highest occupied orbital energy is -0.326 hartree. The energy above the lowest of the compared OMol25 structures with the same formula, charge and spin comes out at 6.7468 eV. The value obtained for the orbital gap is 8.125 eV.


Q: Among the records above, which one has the highest energy above the lowest of the compared OMol25 structures with the same formula, charge and spin?
A: C8H9NOS2